(1)
The following is a DFT calculation (ωB97M-V with the def2-TZVPD basis set) of the molecule C4H7NO.

## Properties
largest force on an atom	0.85	eV/A
relative energy (zero: lowest compared OMol25 entry of this formula, charge and spin)	84.11	kcal/mol
charge	0
HOMO	-9.35	eV
structure (SMILES)	O[C@H]1C[C@H]2N[C@@H]12
HOMO-LUMO gap	10.3	eV
total energy	-286.4976	a.u.

Each line ends with the natural charge from an NBO analysis.
CARTESIAN COORDINATES (ANGSTROEM)
1 O 2.09 0.93 0.04  -0.7106
2 C 0.94 0.22 -0.40  0.1251
3 C 0.21 -1.31 -0.21  -0.4068
4 C -1.06 -0.52 0.00  -0.1006
5 N -0.81 0.13 1.29  -0.5873
6 C -0.37 0.79 0.03  -0.1526
7 H 1.78 1.81 0.32  0.4731
8 H 1.06 0.14 -1.48  0.1630
9 H 0.32 -2.06 0.59  0.2248
10 H 0.28 -1.83 -1.17  0.2031
11 H -2.05 -0.66 -0.41  0.2128
12 H -1.67 0.59 1.59  0.3535
13 H -0.75 1.78 -0.19  0.2026

---

(2)
The following is a DFT calculation (ωB97M-V with the def2-TZVPD basis set) of a structure of composition C6H5N3O3 in a non-equilibrium geometry.

## Properties
multiplicity	3
largest force on an atom	5.19	eV/A
relative energy (zero: lowest compared OMol25 entry of this formula, charge and spin)	0.00	kcal/mol
charge	0
HOMO (spin up / spin down)	-6.64 / -10.21	eV
HOMO-LUMO gap (spin up / spin down)	7.0 / 6.7	eV
total energy	-621.4852	a.u.

Each line ends with the Löwdin spin population.
CARTESIAN COORDINATES (ANGSTROEM)
1 C -1.91 -1.28 -0.74  0.2932
2 C -0.45 0.06 -1.70  0.4359
3 C -0.22 1.07 0.69  0.0236
4 C 2.08 0.83 0.82  0.0029
5 C -0.91 -1.37 0.35  0.0795
6 C 0.18 0.04 -0.33  0.1252
7 N -1.66 -0.71 -1.83  0.0817
8 N 0.99 1.51 1.32  0.0023
9 N 1.59 -0.04 -0.21  0.0261
10 O -0.02 0.69 -2.65  0.8579
11 O -1.35 1.48 0.91  0.0156
12 O 3.20 0.98 1.22  0.0082
13 H -2.89 -1.69 -0.70  0.0290
14 H -1.33 -0.93 1.17  0.0059
15 H -0.37 -2.32 0.45  0.0098
16 H 0.87 2.11 2.06  0.0007
17 H 2.20 -0.44 -0.83  0.0025

---

(3)
The following is a DFT calculation (ωB97M-V with the def2-TZVPD basis set) of the molecule C5H10Si in a non-equilibrium geometry.

## Properties
largest force on an atom	3.08	eV/A
relative energy (zero: lowest compared OMol25 entry of this formula, charge and spin)	47.45	kcal/mol
charge	0
HOMO	-9.16	eV
structure (SMILES)	CC1(C)C=C1[SiH3]
HOMO-LUMO gap	10.0	eV
total energy	-485.8915	a.u.

Each line ends with the natural charge from an NBO analysis.
CARTESIAN COORDINATES (ANGSTROEM)
1 C 0.79 1.32 0.45  -0.1897
2 C 0.50 0.12 0.86  -0.3204
3 C -0.12 0.56 -0.45  -0.0862
4 C -1.59 0.88 -0.51  -0.6186
5 C 0.43 -0.04 -1.74  -0.6211
6 Si 0.70 -1.58 1.97  0.8428
7 H 1.28 2.25 0.60  0.2186
8 H -2.17 -0.01 -0.77  0.2025
9 H -1.79 1.64 -1.27  0.2046
10 H -1.95 1.25 0.45  0.2100
11 H 0.04 -1.05 -1.88  0.2019
12 H 1.51 -0.09 -1.70  0.2095
13 H 0.13 0.56 -2.60  0.2054
14 H 1.88 -2.29 1.47  -0.1511
15 H -0.52 -2.34 1.75  -0.1548
16 H 0.86 -1.18 3.36  -0.1532

---

(4)
The following is a DFT calculation (ωB97M-V with the def2-TZVPD basis set) of the molecule C4H10ClN in a non-equilibrium geometry.

## Properties
largest force on an atom	2.37	eV/A
relative energy (zero: lowest compared OMol25 entry of this formula, charge and spin)	22.77	kcal/mol
charge	0
HOMO	-8.78	eV
structure (SMILES)	CNCCCCl
HOMO-LUMO gap	9.8	eV
total energy	-673.3232	a.u.

Each line ends with the natural charge from an NBO analysis.
CARTESIAN COORDINATES (ANGSTROEM)
1 C -0.69 0.26 -2.22  -0.4126
2 C 0.60 -0.19 -0.24  -0.2301
3 C 0.65 -0.61 1.21  -0.4144
4 C -0.15 0.42 2.05  -0.3920
5 H -0.82 -0.67 -2.94  0.1803
6 H 0.33 0.63 -2.39  0.1906
7 H -1.40 1.12 -2.39  0.2002
8 H -1.16 -1.10 -0.83  0.3571
9 H 1.12 0.80 -0.27  0.2083
10 H 1.24 -0.86 -0.75  0.1631
11 H 0.25 -1.62 1.43  0.2064
12 H 1.69 -0.66 1.53  0.2149
13 H -0.19 0.17 3.09  0.2104
14 H -1.22 0.47 1.75  0.2236
15 N -0.72 -0.20 -0.84  -0.6487
16 Cl 0.48 2.03 1.81  -0.0571

---

Q: relative energy (zero: lowest compared OMol25 entry of this formula, charge and spin) of number 2 (C6H5N3O3)?
A: 0.00 kcal/mol